[1]
Below is a molecular structure, C39H40BF4N5O4P2Pt, with properties calculated with ωB97M-V with the def2-TZVPD basis set.

The geometry in XYZ format:
```
96
Properties=species:S:1:pos:R:3
Pt -0.080 0.302 -0.980
C 1.810 -1.268 2.454
N 1.298 -1.892 1.248
P -0.223 -1.484 0.528
C -0.542 -3.043 -0.346
C -0.914 -4.195 0.333
C -1.184 -5.352 -0.375
C -1.064 -5.368 -1.754
C -0.670 -4.225 -2.430
C -0.421 -3.061 -1.730
C -1.337 -1.491 1.975
C -1.074 -2.298 3.082
C -1.937 -2.301 4.164
C -3.070 -1.504 4.156
C -3.345 -0.710 3.056
C -2.480 -0.703 1.978
P 2.339 -2.101 -0.137
C 3.523 -3.336 0.502
C 4.805 -3.395 -0.040
C 5.652 -4.439 0.288
C 5.220 -5.447 1.135
C 3.935 -5.410 1.652
C 3.086 -4.367 1.329
C 3.306 -0.538 -0.067
C 4.396 -0.292 0.763
C 5.029 0.938 0.721
C 4.596 1.922 -0.155
C 3.516 1.683 -0.990
C 2.870 0.458 -0.937
H 0.990 -1.050 3.136
H 2.352 -0.339 2.261
H 2.497 -1.963 2.940
H -1.002 -4.190 1.408
H -1.500 -6.235 0.161
H -1.285 -6.273 -2.300
H -0.569 -4.234 -3.504
H -0.142 -2.154 -2.251
H -0.201 -2.934 3.094
H -1.720 -2.931 5.014
H -3.742 -1.517 4.999
H -4.234 -0.099 3.032
H -2.706 -0.126 1.097
H 5.134 -2.614 -0.713
H 6.651 -4.469 -0.125
H 5.884 -6.261 1.389
H 3.593 -6.200 2.302
H 2.077 -4.343 1.713
H 4.751 -1.063 1.431
H 5.872 1.128 1.369
H 5.114 2.870 -0.201
H 3.210 2.425 -1.713
H 2.061 0.230 -1.641
O -3.983 -1.624 -1.728
C -3.208 -0.690 -1.618
O -2.151 -0.757 -0.883
C -3.491 0.639 -2.276
C -2.488 1.586 -2.423
C -2.719 2.836 -2.984
C -4.011 3.104 -3.369
O -4.530 4.250 -3.902
C -5.897 3.989 -4.132
O -6.199 2.680 -3.706
C -5.026 2.151 -3.237
C -4.794 0.908 -2.709
H -1.475 1.322 -2.117
H -1.926 3.546 -3.150
H -6.115 4.087 -5.208
H -6.509 4.713 -3.569
H -5.571 0.169 -2.609
C 0.368 3.412 -0.385
N -0.209 2.272 0.359
C -1.565 2.659 0.798
N -1.523 3.849 1.627
C -0.923 4.941 0.868
N 0.427 4.601 0.440
C 1.239 4.319 1.615
N 0.673 3.225 2.402
C 0.613 2.046 1.561
C -0.686 3.589 2.791
H -0.243 3.613 -1.267
H 1.377 3.149 -0.703
H -2.001 1.844 1.381
H -2.189 2.847 -0.081
H -0.883 5.833 1.499
H -1.536 5.157 -0.011
H 1.288 5.214 2.239
H 2.248 4.040 1.294
H 0.177 1.220 2.135
H 1.632 1.781 1.258
H -0.645 4.490 3.407
H -1.126 2.774 3.373
F 0.155 -0.126 -3.457
B 0.698 1.100 -3.928
F 0.786 1.877 -2.715
F -0.136 1.716 -4.793
F 1.953 0.908 -4.402
```

The value obtained for the strongest force on any atom is 3.27 eV/A. As for the charge: 0.

---

[2]
Below is a single C2H2O3S molecule, with properties calculated with ωB97M-V with the def2-TZVPD basis set.

The geometry in XYZ format:
```
8
Properties=species:S:1:pos:R:3
O -2.088 0.438 1.077
C -1.552 0.291 0.048
C -0.433 -0.576 -0.256
O -0.099 -1.573 -0.790
O 0.769 0.320 0.627
S 2.218 -0.318 0.683
H -1.592 1.047 -0.942
H 2.777 0.369 -0.445
```

The value obtained for the strongest force on any atom is 5.15 eV/A. The structure (SMILES) is O=CC(=O)OS. As for the charge: 0.

---

[3]
Below is 2 unconnected molecules or ions with the total composition C6H12O, with properties calculated with ωB97M-V with the def2-TZVPD basis set.

The geometry in XYZ format:
```
19
Properties=species:S:1:pos:R:3
C 0.975 -0.313 -2.242
C 0.345 -1.303 -1.559
C 0.886 -1.756 -0.186
C 0.456 -0.691 0.834
C -0.836 -0.336 0.910
C -1.437 0.704 1.790
H 1.152 -0.392 -3.327
H 1.190 0.615 -1.711
H -0.626 -1.701 -1.820
H 0.301 -2.644 0.069
H 1.980 -1.807 -0.203
H 0.996 -0.427 1.739
H -1.543 -1.014 0.399
H -0.656 1.436 2.078
H -2.255 1.262 1.340
H -1.763 0.388 2.792
O 0.636 2.690 -0.137
H 0.306 3.156 -0.906
H -0.108 2.135 0.140
```

The value obtained for the strongest force on any atom is 2.80 eV/A. The structure (SMILES) is C=CC/C=C/C.O. As for the charge: 0.

---

[4]
Below is 8 unconnected molecules or ions with the total composition C37H45N9OS, with properties calculated with ωB97M-V with the def2-TZVPD basis set.

The geometry in XYZ format:
```
93
Properties=species:S:1:pos:R:3
O 4.325 2.782 1.938
C 3.649 1.924 1.436
N 2.244 1.866 1.492
C 1.955 0.492 1.158
C 0.553 0.191 0.836
C -0.212 1.044 0.150
C -1.482 0.721 -0.091
N -2.036 -0.414 0.263
C -1.257 -1.241 0.920
C 0.009 -0.948 1.216
C 2.902 0.184 0.029
C 4.222 0.726 0.645
S 4.987 -0.573 1.641
H 1.869 2.458 0.757
H 2.205 -0.150 1.985
H 0.167 1.980 -0.169
H -2.099 1.415 -0.616
H -1.651 -2.175 1.229
H 0.587 -1.649 1.770
H 2.769 0.798 -0.846
H 2.941 -0.840 -0.280
H 4.902 1.116 -0.070
H 4.079 -1.521 1.465
C 2.209 4.178 -1.532
C 2.829 4.939 -0.498
C 2.681 6.257 -0.825
N 1.987 6.320 -2.006
C 1.707 5.059 -2.451
H 2.162 3.103 -1.610
H 3.357 4.556 0.360
H 3.012 7.150 -0.327
H 1.743 7.166 -2.485
H 1.187 4.894 -3.378
C 2.838 -5.226 -1.199
C 3.941 -5.097 -2.088
C 4.860 -4.280 -1.487
N 4.357 -3.909 -0.271
C 3.127 -4.483 -0.085
H 1.939 -5.795 -1.359
H 4.044 -5.551 -3.058
H 5.822 -3.932 -1.819
H 4.815 -3.304 0.384
H 2.564 -4.310 0.816
C 3.330 -1.179 -4.894
C 2.868 -1.453 -3.576
C 1.584 -0.989 -3.490
N 1.252 -0.446 -4.702
C 2.309 -0.560 -5.563
H 4.298 -1.413 -5.301
H 3.417 -1.938 -2.786
H 0.879 -1.001 -2.676
H 0.369 -0.029 -4.925
H 2.245 -0.194 -6.572
C -2.895 5.560 -3.743
C -3.690 4.547 -4.349
C -3.078 3.346 -4.108
N -1.947 3.596 -3.374
C -1.829 4.940 -3.151
H -3.084 6.619 -3.746
H -4.603 4.686 -4.903
H -3.347 2.343 -4.392
H -1.298 2.903 -3.054
H -1.000 5.333 -2.591
C -5.521 -1.722 3.918
C -6.036 -2.475 2.829
C -5.374 -2.065 1.704
N -4.490 -1.088 2.064
C -4.572 -0.871 3.416
H -5.810 -1.801 4.951
H -6.797 -3.236 2.870
H -5.457 -2.385 0.680
H -3.868 -0.618 1.419
H -3.946 -0.143 3.903
C -5.959 2.806 3.995
C -6.383 4.157 4.121
C -5.969 4.820 2.997
N -5.312 3.926 2.201
C -5.302 2.696 2.799
H -6.119 2.007 4.698
H -6.929 4.590 4.941
H -6.085 5.847 2.697
H -4.900 4.148 1.313
H -4.835 1.849 2.328
C 1.184 -7.022 4.080
C 0.879 -7.958 3.053
C 1.716 -7.698 2.002
N 2.510 -6.642 2.350
C 2.196 -6.227 3.616
H 0.714 -6.945 5.045
H 0.132 -8.732 3.085
H 1.814 -8.169 1.040
H 3.216 -6.236 1.765
H 2.717 -5.405 4.076
```

The value obtained for the strongest force on any atom is 3.10 eV/A. The structure (SMILES) is O=C1N[C@@H](c2ccncc2)C[C@@H]1S.c1cc[nH]c1.c1cc[nH]c1.c1cc[nH]c1.c1cc[nH]c1.c1cc[nH]c1.c1cc[nH]c1.c1cc[nH]c1. As for the charge: 0.

---

The records above yield energy values of -90107.9946 -19080.8096 -8460.5286 -65390.1635 eV, respectively.
The records above yield orbital gap values of 0.2188 0.2996 0.3295 0.2961 Ha, respectively.